(1)
{"formula": "C39H34ClN3SScSi2", "method": "wB97M-V/def2-TZVPD", "elements": ["C", "C", "H", "H", "H", "C", "C", "C", "C", "Cl", "C", "H", "H", "H", "H", "C", "C", "N", "C", "H", "H", "Sc", "C", "C", "N", "H", "H", "H", "C", "C", "C", "C", "C", "C", "C", "C", "H", "H", "H", "C", "H", "C", "C", "C", "H", "C", "H", "H", "H", "C", "Si", "H", "C", "C", "Si", "C", "H", "C", "C", "N", "H", "H", "C", "C", "H", "C", "C", "H", "H", "H", "C", "C", "H", "H", "C", "S", "C", "H", "H", "H", "H"], "coordinates": [[2.841, -2.671, -4.757], [3.715, -3.774, -2.352], [-0.197, -0.750, 2.474], [4.336, -3.917, -5.713], [1.756, -6.077, 2.592], [1.013, -6.632, 0.658], [0.678, -6.159, -0.609], [-0.313, -1.279, -0.786], [-4.612, 5.987, 3.363], [-1.525, 0.966, 1.195], [-2.682, 4.755, 1.739], [-4.210, 5.830, -0.873], [-2.843, -1.583, -0.079], [1.409, -1.589, -3.561], [2.597, 3.323, -0.977], [2.239, -2.297, -3.548], [1.796, 0.057, -0.920], [-2.030, 4.108, 0.691], [4.270, -4.212, -3.563], [1.824, 1.566, -2.467], [0.652, -1.681, 4.580], [-0.245, 2.562, 0.087], [-3.546, 5.268, 3.930], [1.121, 4.560, 0.181], [-3.637, 5.364, -0.177], [-1.619, -1.012, -2.463], [-1.722, 4.117, 3.553], [4.084, -4.199, -1.411], [0.058, -2.315, 3.925], [1.745, -4.389, 1.254], [1.276, 0.721, -2.034], [3.859, -3.631, -4.770], [0.852, -4.806, -0.937], [-0.261, -3.622, 4.294], [-0.735, 3.169, -3.207], [1.049, 3.126, 2.007], [0.924, -0.726, 0.950], [3.323, -1.935, 0.161], [0.288, -6.846, -1.357], [0.930, -0.814, -0.145], [0.808, 2.681, 2.972], [1.936, 2.569, 1.032], [-0.981, -4.438, 3.416], [-0.673, -0.722, -2.019], [-5.373, 6.434, 4.011], [1.984, 3.453, -0.091], [0.868, -7.686, 0.922], [2.116, -3.695, 2.018], [-3.715, 5.022, -3.039], [-2.628, 4.497, -0.454], [2.090, -2.201, -0.616], [5.044, -4.987, -3.570], [-2.225, 4.068, -1.768], [1.468, -3.923, -0.040], [-1.600, -2.251, 0.068], [1.528, -5.729, 1.587], [2.807, 0.321, -0.590], [-1.410, -3.952, 2.187], [0.095, 0.277, -2.613], [-1.050, 3.301, -1.905], [-1.957, -4.615, 1.502], [0.967, 5.417, -0.472], [-2.832, 4.400, -2.965], [-2.566, 4.664, 3.130], [0.203, 2.757, -3.574], [-1.089, -2.631, 1.801], [-0.381, -1.801, 2.708], [-0.256, 0.729, -3.543], [-1.174, -5.489, 3.662], [0.072, -4.023, 5.251], [0.563, 4.364, 1.483], [2.706, -2.786, -2.326], [-5.498, 6.687, 1.471], [2.531, -2.193, -5.692], [-3.714, 5.544, 1.197], [-1.927, 3.783, -4.302], [-4.696, 6.141, 1.964], [2.507, 1.657, 1.145], [0.532, -4.464, -1.928], [-0.032, 5.079, 2.039], [-3.506, 5.180, 5.014]], "lumo_ev": [-3.52, -3.51], "orbital_gap_ev": [5.5, 5.3], "total_charge": 1, "relative_energy_kcal_mol": 55.93, "multiplicity": 1, "homo_ev": [-8.97, -8.83]}

(2)
{"formula": "C55H74IrN11O6PS", "method": "wB97M-V/def2-TZVPD", "elements": ["O", "C", "H", "C", "H", "N", "H", "H", "H", "H", "C", "O", "H", "H", "C", "C", "H", "H", "H", "N", "Ir", "H", "C", "O", "H", "C", "H", "H", "C", "C", "H", "H", "C", "H", "H", "C", "H", "C", "C", "H", "H", "C", "N", "H", "N", "N", "H", "C", "H", "C", "H", "O", "C", "C", "C", "H", "H", "H", "H", "C", "C", "H", "C", "N", "H", "H", "H", "H", "H", "H", "C", "H", "C", "H", "P", "C", "H", "C", "C", "H", "C", "N", "H", "H", "H", "H", "H", "C", "C", "H", "C", "C", "H", "H", "C", "O", "H", "C", "H", "C", "H", "H", "S", "H", "H", "C", "N", "H", "C", "C", "H", "H", "C", "H", "C", "H", "C", "H", "C", "C", "H", "H", "H", "N", "H", "H", "C", "C", "C", "C", "H", "O", "N", "C", "H", "C", "C", "H", "H", "C", "C", "C", "H", "H", "H", "C", "N", "C", "H"], "coordinates": [[1.981, -3.792, -5.604], [2.998, -0.306, -3.192], [-0.658, -0.927, 3.766], [-2.481, 3.791, 2.273], [2.300, 2.029, 6.124], [-0.499, 1.571, 1.618], [-3.030, 0.615, -0.504], [-3.950, 4.581, 5.617], [0.472, -0.333, 6.717], [2.857, -6.612, -8.247], [4.406, -4.355, -4.714], [5.525, 0.304, -4.174], [-4.156, -1.125, 6.269], [-3.851, 1.643, 3.001], [-3.614, 4.328, 4.611], [-2.892, -1.763, -1.629], [-0.742, 1.856, 6.099], [0.726, 5.300, 2.217], [-2.702, 3.051, -4.474], [0.356, 2.531, 1.035], [0.023, -0.051, -1.510], [2.746, -0.648, 4.800], [1.352, 1.598, 6.454], [-1.541, 1.052, -5.184], [3.692, 3.824, 3.071], [-2.315, 3.544, 4.727], [1.183, 1.918, 7.482], [4.695, -4.961, -7.481], [0.301, -2.820, 1.884], [-2.216, 3.109, -3.512], [1.259, 3.094, 2.836], [2.057, 5.213, 1.049], [5.433, 2.202, 0.663], [-5.314, 0.367, 4.575], [-5.358, -2.608, -4.969], [5.184, 2.928, 1.820], [-1.658, 5.759, 2.480], [-1.736, -0.826, 3.834], [-0.872, 3.163, -1.093], [-0.612, -3.859, -4.479], [-1.469, 5.234, -1.014], [4.259, -3.712, -3.300], [5.276, -0.874, -4.035], [4.573, 1.287, -1.072], [-2.007, -1.217, -0.598], [-0.906, 1.986, -1.807], [-1.835, -0.321, 5.915], [-2.236, 4.294, -2.757], [-1.974, -0.472, -6.504], [-4.230, 0.357, 4.697], [1.757, -5.810, -7.123], [6.022, -1.799, -4.307], [1.699, -0.360, 4.924], [2.816, 2.839, 1.374], [2.801, -6.050, -7.316], [-3.963, -0.073, 2.608], [-3.628, -0.862, -4.881], [2.743, -0.486, 0.048], [3.166, -6.692, -6.514], [-3.342, -1.906, -4.797], [-1.653, -3.594, -4.550], [2.284, 1.435, 3.900], [-2.637, -4.575, -4.578], [-0.998, -0.299, -3.497], [3.005, 0.762, -3.328], [1.989, -3.363, 3.093], [-4.186, -1.803, 4.644], [-2.357, -5.618, -4.502], [-2.339, -2.420, -2.296], [1.423, -4.216, -2.937], [-3.391, 5.602, 3.796], [-0.269, 0.005, -6.443], [2.499, -1.899, 1.610], [-3.472, 3.342, 2.140], [-1.019, 1.703, 3.136], [3.071, 2.140, 0.203], [-2.809, 6.305, 4.395], [1.411, 3.252, 1.772], [1.420, 0.765, 3.919], [-3.194, 5.684, 1.622], [-1.531, 4.328, -1.596], [-2.129, 0.514, 3.411], [-3.974, 1.147, 5.407], [1.700, -3.747, -1.237], [-2.474, 2.642, 5.320], [-4.734, -4.989, -4.752], [3.763, -4.407, -2.627], [3.621, -4.777, -7.437], [0.197, 2.114, 5.602], [2.200, -0.294, 7.039], [1.153, 4.718, 1.398], [-2.000, -2.253, -4.658], [1.099, -1.236, 4.682], [-3.322, -0.954, -2.215], [3.992, -1.181, -3.487], [0.219, 4.662, 0.322], [4.154, -5.414, -4.671], [-2.247, -1.083, 5.248], [-1.589, 4.169, 5.255], [1.400, -3.393, -2.226], [-3.710, -2.336, -1.178], [0.259, 3.205, 5.538], [3.359, -3.680, -6.039], [-0.371, -3.505, 2.390], [-1.913, -2.060, 5.603], [-1.535, -2.301, 0.268], [3.532, -2.444, -3.165], [-2.249, -2.484, 1.079], [4.377, 1.821, -0.149], [-1.162, -0.177, -5.845], [-2.182, -1.559, 3.150], [-2.778, 5.163, -3.104], [-1.527, 2.032, -3.016], [5.420, -4.213, -5.082], [-2.645, 5.291, 2.479], [2.245, 1.851, -0.437], [1.627, -2.748, 2.279], [5.264, -3.528, -2.933], [-3.970, -4.224, -4.720], [-0.130, 3.373, 0.082], [-4.351, 6.077, 3.594], [3.328, -4.173, -8.296], [1.306, 0.354, 2.917], [0.209, 1.526, 4.251], [-4.396, 3.714, 4.156], [3.543, -1.846, 1.892], [1.423, 0.079, 6.373], [3.882, 3.242, 2.175], [-3.580, 0.647, 3.342], [-4.321, -2.886, -4.835], [-2.045, 0.241, 0.922], [3.805, -2.355, -6.377], [-1.751, 3.186, 3.402], [2.033, -1.123, 0.560], [-1.933, 3.593, 1.358], [-3.774, -0.994, 5.256], [-0.930, -1.174, -4.688], [-1.489, -3.213, -0.333], [0.053, -1.643, -4.736], [-0.157, -2.059, 0.815], [0.699, -1.178, 0.156], [-2.709, -0.181, 0.167], [-3.598, -0.605, 0.648], [6.448, 1.940, 0.396], [6.008, 3.259, 2.439], [-1.365, 0.871, -3.885], [1.942, -0.998, -2.683], [2.276, -2.287, -2.689], [0.383, -3.010, -2.167]], "lumo_ev": [-4.85, -6.90], "orbital_gap_ev": [6.1, 5.5], "total_charge": 2, "relative_energy_kcal_mol": 0.00, "multiplicity": 6, "homo_ev": [-10.95, -12.38], "s2": 8.777}

(3)
{"formula": "C13H52N2O13", "method": "wB97M-V/def2-TZVPD", "elements": ["H", "H", "C", "H", "O", "H", "H", "O", "C", "H", "C", "H", "O", "C", "H", "H", "H", "H", "H", "C", "H", "O", "H", "N", "H", "O", "O", "C", "C", "H", "C", "H", "O", "H", "H", "H", "H", "C", "H", "H", "H", "H", "H", "H", "H", "O", "O", "H", "H", "H", "C", "C", "H", "O", "H", "H", "H", "H", "O", "O", "H", "H", "N", "H", "H", "H", "H", "H", "C", "O", "H", "H", "H", "H", "H", "H", "H", "H", "H", "C"], "coordinates": [[-2.058, -2.645, 0.692], [0.049, 0.971, 3.163], [-0.729, 1.346, -3.619], [0.627, -3.209, -3.205], [0.201, -0.820, 0.802], [-1.436, -3.679, -0.549], [-0.673, -2.266, -2.536], [-3.914, 0.254, -3.351], [-4.338, -0.600, -2.248], [-0.423, 2.224, -4.188], [-0.462, 0.180, 0.152], [-0.268, 0.005, -4.926], [0.594, -1.665, 3.406], [-3.502, 0.423, 3.206], [0.983, 1.182, 4.637], [0.854, -3.544, 2.564], [-2.611, 0.224, 3.802], [-5.361, -0.422, -1.915], [-1.197, 0.615, 0.829], [1.431, -2.723, 2.989], [-1.505, 1.608, -2.900], [-0.121, 2.817, 4.286], [2.597, -0.073, 2.466], [5.158, -3.175, -1.383], [2.913, -1.194, -0.757], [-3.855, -0.623, 2.325], [3.297, -3.636, -0.356], [-2.354, -3.215, -0.189], [0.031, 1.414, 4.159], [1.513, -3.272, -1.168], [-3.665, 2.881, -0.857], [-4.332, 0.597, 3.891], [4.195, 1.240, 2.796], [-4.437, -1.654, -2.506], [2.542, 1.427, 1.652], [2.179, -2.451, 2.245], [0.852, -1.463, -3.007], [4.004, -2.831, -0.914], [0.295, 0.906, -0.148], [2.091, 3.007, -1.422], [-4.425, 3.186, -0.137], [5.691, -2.496, -1.908], [3.623, 0.120, 1.099], [0.452, 4.760, 1.055], [0.150, 1.032, -3.057], [-3.415, -4.089, 0.109], [2.908, 2.721, -1.836], [5.286, -4.175, -1.442], [4.475, -1.094, -1.674], [-3.373, -4.743, -0.592], [0.413, -2.356, -2.562], [3.055, 1.321, -1.716], [-0.975, -0.097, -0.769], [-2.501, 3.732, -0.851], [-0.344, 3.788, -0.887], [-3.468, 1.859, -0.534], [2.027, 3.997, 0.715], [-0.010, -1.339, 2.735], [0.604, 3.688, -0.767], [-0.985, 0.172, -4.309], [-0.790, 0.924, 4.682], [-3.390, 1.323, 2.601], [3.769, -1.574, -1.135], [0.618, 3.054, 1.174], [4.115, 1.100, -1.837], [2.766, 1.053, -0.700], [2.534, 0.740, -2.476], [-3.701, -0.359, -1.396], [0.949, 3.910, 0.586], [0.796, -2.636, -1.227], [3.779, 1.352, 3.654], [1.965, -3.078, 3.870], [0.432, -1.474, 0.139], [0.745, 3.216, 4.396], [-3.814, -1.430, 2.843], [-2.615, 4.544, -1.350], [-2.994, 0.142, -3.604], [-2.664, -2.474, -0.926], [-4.093, 2.870, -1.859], [3.241, 0.653, 1.970]], "lumo_ev": 0.24, "orbital_gap_ev": 10.0, "multiplicity": 1, "homo_ev": -9.74}

| no. | M (g/mol) | total energy (Ha) |
| --- | --- | --- |
| 1 | 713.4 | -3868.74455 |
| 2 | 1240.5 | -4037.14614 |
| 3 | 444.6 | -1613.91265 |